17 unconnected molecules or ions with the total composition C84H213N11O28 at a distorted geometry, computed with the ωB97M-V functional and the def2-TZVPD basis.

Last column: Löwdin charge in e.
Geometry (Å):
C: 6.150 0.154 5.699  -0.041
C: 5.360 1.282 4.961  -0.466
C: 5.214 0.976 3.482  -0.055
O: 4.088 1.522 5.550  -0.080
H: 7.140 -0.014 5.308  0.071
H: 5.678 -0.763 5.666  0.039
H: 6.340 0.427 6.733  0.064
H: 6.027 2.127 5.148  0.121
H: 6.228 0.650 3.072  0.099
H: 4.830 1.789 2.901  0.045
H: 4.522 0.111 3.292  0.089
H: 4.158 2.272 6.181  0.024
C: -0.491 3.844 -0.314  -0.033
C: -0.924 2.421 -0.874  -0.453
C: -2.239 2.440 -1.632  -0.039
O: 0.148 1.947 -1.724  -0.074
H: -1.408 4.431 -0.059  0.078
H: 0.051 4.293 -1.160  0.070
H: 0.183 3.791 0.537  0.044
H: -1.047 1.731 -0.004  0.111
H: -2.665 1.398 -1.621  0.084
H: -1.971 2.781 -2.646  0.088
H: -2.990 3.026 -1.160  0.047
H: 0.454 1.127 -1.314  0.059
C: 7.749 2.841 0.230  -0.052
C: 8.470 2.746 -1.121  -0.488
C: 9.965 3.096 -1.092  -0.077
O: 8.407 1.413 -1.607  -0.090
H: 7.464 3.847 0.485  0.058
H: 8.379 2.443 1.067  0.098
H: 6.866 2.227 0.173  0.049
H: 8.040 3.431 -1.944  0.156
H: 10.430 2.818 -2.034  0.068
H: 10.369 2.571 -0.185  0.083
H: 10.247 4.183 -0.910  0.090
H: 8.460 0.824 -0.814  0.062
C: 5.656 -0.348 -0.043  -0.051
C: 6.832 -1.254 0.149  -0.446
C: 7.297 -1.895 -1.190  -0.010
O: 7.861 -0.387 0.655  -0.064
H: 5.973 0.334 -0.877  0.086
H: 5.634 0.309 0.841  0.060
H: 4.707 -0.861 -0.259  0.071
H: 6.602 -2.070 0.812  0.111
H: 7.596 -1.054 -1.762  0.058
H: 6.383 -2.351 -1.593  0.068
H: 8.079 -2.597 -1.127  0.064
H: 8.554 -0.981 0.944  0.100
C: -4.493 -7.733 -3.169  -0.063
C: -3.402 -6.842 -3.655  -0.509
C: -3.812 -5.410 -3.860  -0.049
O: -2.241 -6.849 -2.840  -0.040
H: -5.080 -7.442 -2.290  0.088
H: -4.180 -8.786 -2.966  0.093
H: -5.206 -7.764 -3.999  0.078
H: -3.020 -7.311 -4.619  0.154
H: -4.719 -5.332 -4.481  0.066
H: -2.997 -4.799 -4.257  0.069
H: -4.138 -4.960 -2.937  0.070
H: -1.923 -7.732 -2.823  0.068
C: -0.044 -2.225 5.574  -0.049
C: 1.177 -1.429 5.164  -0.440
C: 2.325 -2.371 4.834  -0.053
O: 0.787 -0.691 3.948  -0.079
H: -0.844 -1.523 5.785  0.066
H: 0.181 -2.786 6.425  0.063
H: -0.315 -2.835 4.740  0.076
H: 1.499 -0.669 5.915  0.143
H: 3.183 -1.772 4.486  0.070
H: 2.039 -3.032 4.038  0.071
H: 2.608 -2.795 5.802  0.088
H: 1.516 -0.163 3.645  0.016
C: -2.190 -2.326 -8.517  -0.103
O: -2.779 -3.651 -8.533  -0.217
C: -3.421 -3.928 -7.216  -0.202
C: -4.281 -5.121 -7.443  -0.197
N: -5.359 -4.657 -8.378  -0.057
C: -6.442 -5.650 -8.403  -0.218
C: -7.574 -5.193 -9.257  -0.203
O: -7.315 -5.684 -10.615  -0.221
C: -8.350 -5.366 -11.524  -0.126
H: -1.779 -2.254 -9.551  0.093
H: -1.428 -2.129 -7.659  0.099
H: -3.010 -1.603 -8.338  0.082
H: -4.043 -3.042 -6.965  0.116
H: -2.716 -4.127 -6.436  0.082
H: -4.841 -5.454 -6.544  0.098
H: -3.784 -5.996 -7.925  0.133
H: -5.002 -4.423 -9.285  0.104
H: -6.822 -5.791 -7.377  0.083
H: -6.006 -6.567 -8.811  0.126
H: -7.874 -4.100 -9.315  0.143
H: -8.501 -5.665 -8.885  0.114
H: -9.360 -5.551 -11.142  0.086
H: -8.146 -6.143 -12.302  0.097
H: -8.142 -4.382 -11.929  0.081
C: 7.151 6.621 7.139  -0.125
O: 7.175 5.232 7.278  -0.220
C: 6.462 4.665 8.466  -0.163
C: 5.797 3.352 8.173  -0.178
N: 4.667 3.520 7.247  -0.058
C: 3.481 4.099 7.899  -0.191
C: 2.502 4.585 6.924  -0.212
O: 3.161 5.486 5.988  -0.189
C: 2.276 5.859 4.902  -0.071
H: 7.742 7.188 7.899  0.096
H: 6.045 6.913 7.137  0.114
H: 7.547 6.844 6.171  0.044
H: 5.720 5.392 8.743  0.093
H: 7.298 4.552 9.211  0.139
H: 5.462 2.888 9.115  0.134
H: 6.521 2.678 7.718  0.109
H: 4.979 4.112 6.503  0.099
H: 3.771 4.812 8.661  0.111
H: 2.903 3.309 8.443  0.143
H: 1.630 4.989 7.457  0.133
H: 2.063 3.839 6.288  0.099
H: 2.827 6.590 4.363  0.069
H: 1.327 6.295 5.228  0.095
H: 2.106 5.018 4.254  0.061
C: -9.589 -3.444 -5.755  -0.062
O: -9.766 -4.898 -5.837  -0.206
C: -8.739 -5.812 -5.453  -0.234
C: -8.578 -5.879 -3.976  -0.178
N: -7.676 -4.849 -3.391  -0.039
C: -8.236 -4.190 -2.277  -0.258
C: -7.231 -3.237 -1.720  -0.241
O: -6.167 -3.954 -1.129  -0.176
C: -5.209 -3.013 -0.659  -0.100
H: -9.606 -3.161 -4.691  0.061
H: -10.513 -3.056 -6.127  0.072
H: -8.659 -2.987 -6.163  0.098
H: -7.800 -5.468 -5.896  0.087
H: -8.962 -6.786 -5.924  0.133
H: -8.148 -6.831 -3.796  0.099
H: -9.587 -5.739 -3.568  0.132
H: -6.708 -5.127 -3.238  0.093
H: -8.577 -4.884 -1.486  0.128
H: -9.124 -3.579 -2.518  0.119
H: -7.686 -2.581 -0.922  0.134
H: -6.857 -2.512 -2.517  0.119
H: -4.703 -2.411 -1.440  0.071
H: -4.425 -3.601 -0.162  0.086
H: -5.616 -2.312 0.135  0.096
C: 6.882 -5.155 2.667  -0.069
O: 6.080 -4.252 1.846  -0.227
C: 4.665 -4.293 1.964  -0.217
C: 3.960 -3.709 0.766  -0.182
N: 4.390 -4.307 -0.528  -0.026
C: 3.786 -3.699 -1.653  -0.240
C: 2.493 -4.338 -2.049  -0.207
O: 1.442 -3.874 -1.209  -0.234
C: 0.424 -4.855 -1.118  -0.093
H: 7.889 -5.015 2.274  0.077
H: 6.560 -6.238 2.510  0.104
H: 6.816 -4.839 3.741  0.093
H: 4.346 -3.706 2.813  0.105
H: 4.308 -5.296 2.134  0.116
H: 4.115 -2.658 0.799  0.071
H: 2.859 -3.783 0.844  0.122
H: 5.394 -4.399 -0.515  0.098
H: 4.389 -3.792 -2.596  0.136
H: 3.595 -2.629 -1.461  0.108
H: 2.632 -5.435 -1.969  0.132
H: 2.094 -4.091 -3.005  0.090
H: -0.260 -4.850 -1.928  0.055
H: -0.252 -4.699 -0.264  0.092
H: 0.905 -5.787 -0.891  0.087
C: -4.906 -1.834 -4.063  -0.122
O: -5.714 -0.877 -3.451  -0.214
C: -5.095 0.280 -2.937  -0.223
C: -6.063 1.098 -2.061  -0.150
N: -5.967 0.446 -0.720  -0.042
C: -6.768 1.114 0.232  -0.238
C: -6.744 0.435 1.644  -0.210
O: -7.371 -0.793 1.427  -0.198
C: -7.438 -1.563 2.594  -0.101
H: -4.065 -2.083 -3.437  0.044
H: -4.449 -1.597 -5.042  0.086
H: -5.548 -2.730 -4.219  0.095
H: -4.810 0.941 -3.814  0.136
H: -4.189 -0.102 -2.509  0.089
H: -7.110 1.198 -2.537  0.151
H: -5.579 2.059 -1.920  0.103
H: -6.249 -0.542 -0.865  0.089
H: -7.858 1.291 0.006  0.139
H: -6.351 2.045 0.485  0.073
H: -7.320 1.139 2.226  0.118
H: -5.709 0.377 2.030  0.111
H: -8.182 -2.415 2.381  0.121
H: -7.868 -1.016 3.363  0.055
H: -6.457 -1.948 2.902  0.067
C: -1.743 -2.239 -2.175  -0.119
O: -1.894 -1.228 -1.200  -0.166
C: -1.507 -1.800 0.069  -0.189
C: -0.060 -1.771 0.385  -0.230
N: 0.425 -0.461 0.707  -0.023
C: 1.874 -0.471 0.718  -0.195
C: 2.415 0.828 1.250  -0.198
O: 2.228 1.056 2.634  -0.240
C: 1.898 2.370 3.103  -0.055
H: -2.404 -3.090 -2.032  0.075
H: -0.737 -2.555 -2.306  0.077
H: -2.142 -1.842 -3.111  0.054
H: -1.994 -2.815 0.167  0.128
H: -2.009 -1.156 0.814  0.106
H: 0.678 -2.257 -0.313  0.112
H: 0.103 -2.469 1.235  0.131
H: 0.085 -0.259 1.631  0.087
H: 2.260 -0.561 -0.272  0.092
H: 2.193 -1.382 1.305  0.132
H: 1.922 1.653 0.699  0.114
H: 3.516 0.864 1.076  0.106
H: 2.666 2.585 3.844  0.062
H: 0.931 2.459 3.611  0.073
H: 2.047 3.094 2.266  0.085
C: -1.724 0.012 -4.815  -0.121
O: -1.504 1.114 -5.672  -0.159
C: -0.097 1.252 -6.014  -0.210
C: 0.751 1.962 -5.003  -0.186
N: 0.356 3.420 -4.973  -0.005
C: 1.372 4.425 -4.451  -0.185
C: 2.459 4.632 -5.428  -0.258
O: 3.358 3.542 -5.435  -0.230
C: 4.235 3.519 -6.541  -0.100
H: -2.753 0.095 -4.603  0.048
H: -1.138 -0.103 -3.922  0.071
H: -1.580 -0.939 -5.353  0.084
H: -0.105 1.697 -6.989  0.108
H: 0.479 0.253 -6.236  0.133
H: 1.770 2.004 -5.270  0.077
H: 0.506 1.441 -4.076  0.096
H: -0.467 3.532 -4.427  0.068
H: 1.771 4.150 -3.433  0.123
H: 0.881 5.327 -4.291  0.091
H: 3.042 5.589 -5.293  0.138
H: 2.008 4.774 -6.378  0.109
H: 5.152 2.958 -6.249  0.099
H: 4.495 4.571 -6.766  0.085
H: 3.671 3.122 -7.398  0.092
C: -3.946 -2.139 4.330  -0.098
O: -3.963 -0.872 3.674  -0.201
C: -2.722 -0.131 3.918  -0.176
C: -2.506 0.902 2.866  -0.217
N: -3.428 2.007 2.891  -0.023
C: -3.593 2.508 1.566  -0.196
C: -4.258 3.901 1.677  -0.162
O: -5.581 3.799 2.278  -0.185
C: -5.691 4.704 3.326  -0.128
H: -4.790 -2.745 3.967  0.080
H: -4.084 -2.031 5.441  0.097
H: -3.058 -2.644 4.123  0.055
H: -1.881 -0.802 3.765  0.092
H: -2.713 0.212 4.984  0.118
H: -2.498 0.347 1.915  0.102
H: -1.531 1.359 2.869  0.112
H: -4.314 1.642 3.178  0.093
H: -4.175 1.827 0.972  0.104
H: -2.661 2.582 1.130  0.063
H: -4.301 4.495 0.764  0.116
H: -3.646 4.550 2.264  0.099
H: -4.946 4.497 4.054  0.058
H: -6.674 4.571 3.780  0.098
H: -5.556 5.713 3.027  0.078
C: -0.585 2.098 6.306  -0.079
O: -1.101 3.226 7.031  -0.199
C: -2.329 3.736 6.495  -0.209
C: -3.610 2.891 6.792  -0.188
N: -3.830 2.901 8.257  -0.048
C: -4.989 2.140 8.622  -0.242
C: -4.934 0.608 8.804  -0.221
O: -4.867 -0.111 7.634  -0.190
C: -5.989 -0.123 6.798  -0.089
H: 0.373 1.834 6.777  0.092
H: -0.459 2.406 5.280  0.065
H: -1.228 1.237 6.396  0.064
H: -2.286 3.984 5.378  0.130
H: -2.491 4.689 6.951  0.101
H: -3.338 1.887 6.447  0.087
H: -4.467 3.271 6.260  0.106
H: -2.965 2.470 8.667  0.130
H: -5.852 2.453 8.070  0.103
H: -5.296 2.472 9.600  0.103
H: -5.789 0.337 9.393  0.112
H: -3.950 0.410 9.271  0.134
H: -6.320 0.877 6.473  0.101
H: -6.769 -0.677 7.270  0.086
H: -5.763 -0.729 6.007  0.034
C: 8.541 8.475 3.954  -0.114
O: 7.705 7.348 4.126  -0.258
C: 8.192 6.163 3.547  -0.222
C: 7.007 5.257 3.209  -0.214
N: 6.054 5.882 2.317  -0.040
C: 4.943 4.947 2.063  -0.208
C: 3.935 5.439 1.032  -0.225
O: 3.167 6.514 1.540  -0.191
C: 2.205 6.843 0.636  -0.149
H: 8.526 8.905 2.885  0.108
H: 9.596 8.267 4.265  0.097
H: 8.035 9.248 4.578  0.095
H: 8.900 5.696 4.220  0.118
H: 8.734 6.488 2.583  0.141
H: 6.524 5.188 4.220  0.123
H: 7.238 4.279 2.909  0.088
H: 5.700 6.776 2.727  0.134
H: 4.369 4.698 2.986  0.113
H: 5.328 3.952 1.725  0.109
H: 3.221 4.636 0.733  0.113
H: 4.458 5.762 0.085  0.137
H: 1.432 6.052 0.543  0.076
H: 2.711 6.964 -0.336  0.095
H: 1.587 7.689 0.944  0.094
C: 0.048 -4.954 -5.178  -0.100
O: 0.642 -3.695 -5.399  -0.186
C: 1.896 -3.789 -5.984  -0.279
C: 2.605 -2.523 -6.047  -0.226
N: 3.175 -2.077 -4.762  -0.026
C: 3.756 -0.689 -4.846  -0.186
C: 4.393 -0.277 -3.543  -0.238
O: 3.446 -0.022 -2.530  -0.184
C: 3.414 1.336 -2.042  -0.047
H: 0.845 -5.706 -4.934  0.103
H: -0.460 -5.310 -6.097  0.100
H: -0.584 -4.926 -4.341  0.041
H: 1.776 -4.145 -7.001  0.130
H: 2.485 -4.500 -5.393  0.122
H: 1.895 -1.749 -6.459  0.124
H: 3.368 -2.445 -6.761  0.103
H: 2.390 -1.930 -4.091  0.117
H: 2.958 0.059 -5.032  0.110
H: 4.529 -0.664 -5.634  0.128
H: 5.038 0.523 -3.786  0.110
H: 5.023 -1.145 -3.325  0.111
H: 3.090 2.046 -2.720  0.053
H: 4.394 1.599 -1.711  0.073
H: 2.687 1.332 -1.215  0.063

Forces on atoms 1 to 3 (eV/Å):
0.303 1.916 -0.003
0.643 -0.731 0.837
1.115 -1.820 -0.287

Summary:
Relative energy (zero: lowest compared OMol25 entry of this formula, charge and spin) ... 238.5 kJ/mol
LUMO energy ... 0.018 hartree
Calculated total energy ... -164263.3129 eV